[1]
Formula: C29H57NO27
Source: the Open Molecules 2025 dataset
Level of theory: ωB97M-V/def2-TZVPD

- energy relative to the best compared isomer or geometry (same formula, charge and spin) (kcal/mol) = 21.3
- Kohn-Sham gap (eV) = 10.7
- LUMO level (eV) = 0.342
- SMILES = COC(=O)OC.COC(=O)OC.COC(=O)OC.COC(=O)OC.COC(=O)OC.COC(=O)OC.COC(=O)OC.COC(=O)OC.COC(=O)OC.CC#N
- calculated total energy (eV) = -87767.024
- F_max (hartree/bohr) = 0.090

The geometry in XYZ format:
```
114
C29H57NO27 ωB97M-V/def2-TZVPD
C 7.4121 12.9657 12.4008
O 8.2070 11.6801 12.3727
C 8.9754 11.3534 13.4000
O 9.1467 11.9891 14.4007
O 9.5114 10.1351 13.1999
C 10.5489 9.7383 14.1377
H 6.3998 12.6471 12.3131
H 7.6880 13.5335 11.5036
H 7.7181 13.5738 13.2270
H 10.1701 9.8889 15.1182
H 11.4379 10.3822 14.1186
H 10.7118 8.6604 13.9001
C 8.7774 13.4162 18.6288
O 9.7712 14.2412 19.1933
C 9.7709 15.5768 18.8884
O 9.0454 16.1751 18.1225
O 10.7249 16.0890 19.4982
C 11.1717 17.3849 19.2526
H 9.0292 12.4156 19.0908
H 8.8580 13.2812 17.5334
H 7.8186 13.8463 18.8390
H 12.1304 17.4610 19.6219
H 10.4984 18.0405 19.8840
H 11.2053 17.5808 18.1706
C 15.7226 20.3682 16.2456
O 15.1069 19.0538 16.0211
C 15.0035 18.7025 14.7430
O 15.3539 19.4064 13.8242
O 14.5954 17.4686 14.5381
C 13.9259 16.7545 15.5644
H 16.2436 20.6351 15.3321
H 16.4594 20.3386 17.0212
H 15.0085 21.1316 16.5191
H 14.6586 16.5036 16.4102
H 13.6584 15.8797 15.0779
H 13.1477 17.3235 15.9833
C 14.8288 14.8552 9.0885
O 15.5721 14.9982 10.3409
C 15.8769 13.8677 10.9878
O 15.8396 12.7702 10.5331
O 16.4211 14.0999 12.2442
C 16.3759 15.4174 12.8319
H 15.3443 14.1019 8.4352
H 14.7515 15.8371 8.7004
H 13.8582 14.4389 9.3049
H 15.4516 15.9442 12.6688
H 17.1912 15.9790 12.3115
H 16.5787 15.1761 13.8142
C 14.5382 20.3425 20.3735
O 13.3391 19.9415 19.6669
C 13.0019 20.6442 18.6165
O 13.5251 21.6731 18.2209
O 11.9949 20.0348 17.9300
C 11.5749 20.6269 16.7239
H 14.5810 19.4976 21.0702
H 14.5761 21.3537 20.7759
H 15.3877 20.2983 19.6129
H 11.0947 19.8713 16.1367
H 12.4329 21.0801 16.1640
H 10.7725 21.3279 16.8931
C 12.1272 14.9098 6.0055
O 11.4434 14.1476 7.0531
C 10.3104 14.7257 7.5165
O 9.9204 14.4329 8.5934
O 9.7104 15.5878 6.6938
C 8.5333 16.1943 7.1377
H 13.0437 14.2902 5.8179
H 12.4645 15.9110 6.3711
H 11.6186 15.0007 5.0594
H 8.6426 16.6142 8.1001
H 7.7401 15.4453 7.1258
H 8.3768 16.9996 6.3928
C 15.3757 11.3042 14.6744
O 14.0875 11.5180 15.4222
C 14.1064 12.7606 15.9037
O 14.8726 13.6074 15.6019
O 13.0435 12.8935 16.7244
C 11.8428 12.2863 16.4004
H 15.2775 10.2532 14.2791
H 16.1827 11.4507 15.3353
H 15.5039 12.0490 13.8452
H 11.1070 12.8208 16.9819
H 11.9051 11.3243 16.8212
H 11.5533 12.4251 15.3555
C 11.6054 12.7690 11.2862
O 10.6923 13.6343 11.9579
C 11.0545 14.2625 13.0889
O 12.1706 14.1197 13.5567
O 10.0363 14.9881 13.4782
C 10.2230 15.4945 14.8478
H 11.8595 11.9520 11.9437
H 12.4740 13.3519 11.0232
H 11.0844 12.3686 10.4297
H 9.2532 15.5234 15.3075
H 10.6424 16.4874 14.7991
H 10.9265 14.8813 15.3655
C 10.1896 17.4236 10.9783
O 11.6289 17.3080 11.0260
C 12.1789 17.2341 9.8779
O 11.6384 16.9055 8.8577
O 13.5078 17.4783 9.9393
C 14.0124 18.1782 11.0683
H 9.8378 17.8897 10.0369
H 9.8737 18.0489 11.8251
H 9.7437 16.3356 11.1222
H 13.8596 17.6747 11.9733
H 13.6647 19.1932 11.1420
H 15.1322 18.1931 10.9108
C 7.4055 18.7580 18.2671
C 7.4575 18.1460 16.9793
N 7.4192 17.5532 15.9682
H 7.5229 17.9887 19.0648
H 6.5234 19.3526 18.4608
H 8.2694 19.4319 18.2701
```

=====

[2]
Formula: C29H58Br8N6O3
Source: the Open Molecules 2025 dataset
Level of theory: ωB97M-V/def2-TZVPD

- energy relative to the best compared isomer or geometry (same formula, charge and spin) (kcal/mol) = 32.7
- Kohn-Sham gap (eV) = 9.4
- LUMO level (eV) = -0.047
- SMILES = CN(C)C=O.CN(C)C=O.CN(C)C=O.BrCCBr.BrCCBr.BrCCBr.BrCCBr.CCCC#N.CCCC#N.CCCC#N
- calculated total energy (eV) = -606433.593
- F_max (hartree/bohr) = 0.063

The geometry in XYZ format:
```
104
C29H58Br8N6O3 ωB97M-V/def2-TZVPD
C 1.1012 0.5933 -1.6148
N 0.7795 -0.0942 -0.3726
C -0.3794 -0.9673 -0.4203
C 1.3509 0.2361 0.7894
O 1.0540 -0.2023 1.8987
H 2.0769 1.0664 -1.5038
H 0.3660 1.3843 -1.7628
H 0.9984 0.0230 -2.5379
H -0.1701 -1.9250 -0.8970
H -0.7557 -1.1593 0.5845
H -1.2245 -0.4753 -0.9018
H 2.2291 0.8553 0.5494
C 4.2237 7.0760 2.5067
N 3.3169 6.4461 1.4730
C 2.2207 5.6717 2.0715
C 3.7886 6.3036 0.2396
O 3.3527 5.5079 -0.6151
H 3.6499 7.4521 3.3537
H 4.9472 7.8078 2.1471
H 4.8688 6.2724 2.8619
H 1.5585 6.2440 2.7212
H 1.6224 5.3411 1.2224
H 2.6867 4.8199 2.5668
H 4.6224 7.0054 0.0831
C 0.5746 -8.0665 2.8648
N -0.2409 -6.9104 3.4076
C 0.4423 -5.6182 3.2956
C -1.2779 -7.1112 4.3005
O -1.7756 -6.2652 4.9997
H 0.8598 -7.8944 1.8269
H -0.0222 -8.9784 2.8477
H 1.4641 -8.2248 3.4745
H 0.8346 -5.5275 2.2827
H -0.0628 -4.7319 3.6797
H 1.3550 -5.7454 3.8778
H -1.5616 -8.1731 4.2359
Br 2.7681 3.8803 -6.6997
C 4.6918 3.3320 -6.7032
C 5.4008 3.6673 -5.3829
Br 7.3937 3.2722 -5.6230
H 5.1620 3.7059 -7.6127
H 4.8146 2.2525 -6.7920
H 5.0735 3.1776 -4.4658
H 5.2182 4.7168 -5.1519
Br -4.4880 3.9862 -5.1887
C -5.5470 2.4179 -4.6742
C -4.5748 1.3905 -3.9088
Br -3.0641 0.9160 -5.0489
H -6.0129 2.0293 -5.5798
H -6.3295 2.6775 -3.9612
H -5.0859 0.4710 -3.6235
H -4.1437 1.7642 -2.9800
Br 5.5196 1.9843 5.3568
C 3.8806 1.9085 6.5133
C 3.9522 2.8605 7.6893
Br 4.0521 4.7788 7.0650
H 3.7641 0.8726 6.8319
H 3.0064 2.0556 5.8790
H 4.8240 2.6034 8.2909
H 3.0706 2.7337 8.3176
Br -6.3014 -1.4444 5.6402
C -4.7615 -0.2174 5.5684
C -3.8051 -0.6434 4.4939
Br -4.4036 0.2877 2.7863
H -4.2182 -0.3350 6.5060
H -5.0086 0.8180 5.3339
H -3.7718 -1.7241 4.3556
H -2.8067 -0.2315 4.6415
C 4.8846 -2.1154 -4.5843
C 4.7013 -2.5905 -3.0941
C 3.6503 -3.7485 -2.9028
C 4.1401 -5.1227 -3.2119
N 4.5297 -6.1846 -3.5197
H 5.1519 -2.9484 -5.2346
H 5.7251 -1.4228 -4.6306
H 4.0001 -1.6800 -5.0492
H 4.4047 -1.7478 -2.4696
H 5.6371 -2.9356 -2.6546
H 2.8282 -3.5593 -3.5932
H 3.0753 -3.7139 -1.9774
C -3.1211 6.2181 -0.7541
C -4.6197 6.6116 -0.6187
C -5.3239 5.9964 0.6560
C -4.6882 6.4085 1.9302
N -4.1535 6.6860 2.9355
H -2.7239 6.6556 -1.6701
H -2.9956 5.1357 -0.7802
H -2.4438 6.5721 0.0230
H -5.0834 6.1729 -1.5021
H -4.7363 7.6953 -0.6335
H -5.2854 4.9255 0.4566
H -6.3680 6.3090 0.6677
C -5.0060 -8.4706 -2.6082
C -3.6868 -7.8017 -2.7115
C -3.2447 -6.9181 -1.4748
C -3.8870 -5.5975 -1.3320
N -4.4592 -4.6094 -1.1322
H -5.2288 -9.0246 -3.5200
H -5.8038 -7.8252 -2.2406
H -5.0517 -9.2750 -1.8740
H -3.4775 -7.3587 -3.6852
H -2.9112 -8.5676 -2.7089
H -2.1740 -6.7358 -1.3837
H -3.3982 -7.4337 -0.5268
```

=====

[3]
Formula: C29H58FIN4O19PS6
Source: the Open Molecules 2025 dataset
Level of theory: ωB97M-V/def2-TZVPD

- Kohn-Sham gap (eV) = 6.6
- LUMO level (eV) = -4.920
- total charge = +1
- calculated total energy (eV) = -160982.026
- F_max (hartree/bohr) = 0.063

The geometry in XYZ format:
```
119
C29H58FIN4O19PS6 ωB97M-V/def2-TZVPD
O -3.5257 -1.6530 2.9640
P -3.2106 -2.5024 1.7564
C -1.4112 -3.1027 1.7960
N -0.6937 -2.7232 0.7288
N 0.5532 -3.1361 0.8508
C 1.4155 -2.7407 -0.3100
C 2.3055 -1.4639 0.0273
F 1.6139 -0.3018 -0.3629
C 1.1280 -3.8379 1.8501
I 3.2369 -4.3300 1.8347
C 0.3808 -4.3208 3.0185
C 0.9494 -5.1660 4.1792
C 1.0564 -4.4147 5.5663
C 1.6158 -2.9402 5.4941
C 0.9114 -1.9429 6.4861
O 1.1035 -0.7701 6.3189
O 0.1183 -2.3459 7.5563
C -1.0336 -3.8891 2.9576
C -2.0124 -4.2498 4.1030
C -2.3380 -5.8077 4.2305
S -2.0501 -6.7601 2.6877
C -0.8751 -8.0822 3.0447
N -0.8405 -8.5898 4.2883
N 0.1288 -9.5458 4.2631
C 0.6515 -9.6033 3.0321
O 0.0240 -8.6767 2.2018
H -3.4164 -1.6597 0.6158
H -4.1042 -3.6043 1.6005
H 0.7706 -2.3954 -1.1673
H 2.0068 -3.5907 -0.7194
H 3.3311 -1.5388 -0.4059
H 2.3785 -1.4285 1.1469
H 0.2203 -6.0128 4.3345
H 1.9318 -5.6504 3.9757
H 0.0979 -4.4658 6.1546
H 1.7907 -5.0042 6.1842
H 2.6917 -2.9768 5.8259
H 1.5995 -2.4685 4.4837
H -0.7705 -2.5600 7.2114
H -1.4845 -3.9745 5.0592
H -2.9691 -3.6776 4.1098
H -3.3863 -5.9634 4.6056
H -1.6817 -6.2180 5.0489
H 1.4778 -10.2976 2.7706
O 2.2566 1.5839 -5.4196
S 1.3992 0.9100 -4.4870
O 1.1197 -0.4928 -4.6008
O 0.0141 1.7094 -4.3829
C -0.7162 1.9722 -5.5903
C -1.4351 0.7358 -6.0957
C 1.9645 1.2349 -2.8473
H -0.0542 2.3848 -6.3554
H -1.4487 2.7425 -5.3496
H -0.7265 -0.0247 -6.4267
H -2.0805 0.9850 -6.9394
H -2.0404 0.2912 -5.3033
H 2.1368 2.3044 -2.7364
H 2.8943 0.6874 -2.7013
H 1.2143 0.8874 -2.1444
O -2.9149 -1.9754 8.3541
S -3.3457 -1.3527 9.5792
O -3.8499 -2.1201 10.6768
O -4.3945 -0.1922 9.2300
C -5.5473 -0.5250 8.4433
C -6.5927 -1.2626 9.2584
C -2.0506 -0.3112 10.1734
H -5.2552 -1.1002 7.5610
H -5.9651 0.4173 8.0888
H -6.2358 -2.2493 9.5569
H -7.5075 -1.3960 8.6785
H -6.8269 -0.7133 10.1718
H -1.6910 0.3083 9.3541
H -1.2506 -0.9527 10.5395
H -2.4381 0.3017 10.9849
O 4.2510 6.5531 -6.2371
S 3.9481 5.6238 -5.1848
O 2.8073 5.7991 -4.3337
O 5.2545 5.4317 -4.2697
C 5.8720 6.5981 -3.7084
C 5.0886 7.1385 -2.5272
C 3.9028 3.9920 -5.8531
H 6.0095 7.3648 -4.4753
H 6.8647 6.2953 -3.3749
H 4.1205 7.5301 -2.8423
H 5.6369 7.9466 -2.0402
H 4.8966 6.3485 -1.7986
H 4.7895 3.8351 -6.4644
H 3.0061 3.9063 -6.4631
H 3.8636 3.2792 -5.0349
O -5.9541 -1.6056 0.9329
S -6.9263 -0.5516 0.8125
O -7.8525 -0.2663 1.8634
O -7.7357 -0.7462 -0.5573
C -8.3762 -2.0071 -0.8013
C -9.6514 -2.1577 0.0060
C -6.0986 0.9435 0.3704
H -7.6851 -2.8312 -0.6065
H -8.6169 -2.0336 -1.8642
H -9.4370 -2.2211 1.0737
H -10.1852 -3.0638 -0.2851
H -10.3049 -1.2963 -0.1420
H -5.4236 0.7424 -0.4593
H -5.5366 1.2807 1.2404
H -6.8428 1.6883 0.0955
O 6.2960 9.0277 -10.3707
S 6.8835 8.2115 -9.3480
O 8.2157 8.4477 -8.8730
O 6.7533 6.6671 -9.7777
C 7.2663 6.2716 -11.0551
C 8.7803 6.1734 -11.0495
C 5.7932 8.1486 -7.9616
H 6.9175 6.9530 -11.8351
H 6.8421 5.2906 -11.2715
H 9.2381 7.1549 -10.9208
H 9.1415 5.7534 -11.9900
H 9.1226 5.5459 -10.2243
H 4.7891 7.9236 -8.3110
H 5.8136 9.1246 -7.4788
H 6.1442 7.3862 -7.2731
```

=====

[4]
Formula: C29H59BrCl38N3O2
Source: the Open Molecules 2025 dataset
Level of theory: ωB97M-V/def2-TZVPD

- Kohn-Sham gap (eV) = 9.6
- LUMO level (eV) = -1.970
- total charge = +1
- calculated total energy (eV) = -585483.795
- F_max (hartree/bohr) = 0.051

The geometry in XYZ format:
```
132
C29H59BrCl38N3O2 ωB97M-V/def2-TZVPD
C -2.1138 1.3707 2.4276
C -2.9044 0.0606 2.3650
C -3.5328 -0.0477 0.9981
N -2.5310 0.0466 -0.0684
C -3.2931 0.0635 -1.3113
C -3.3304 1.4873 -1.8290
O -3.1554 2.4621 -1.1320
Br -3.7324 1.7400 -3.7340
C -1.6717 -1.1371 0.0337
C -0.6165 -1.2572 -1.0595
C 0.7357 -0.6416 -0.7074
C 0.6594 0.8788 -0.5349
O 0.8158 1.2817 0.8327
C -1.0194 -1.2708 1.4020
N -2.0116 -1.1363 2.5268
N -2.7577 -2.3219 2.8228
H -2.1286 1.7746 3.4348
H -1.1123 1.2883 2.0218
H -2.6301 2.0887 1.8022
H -3.6501 0.0267 3.1477
H -4.1250 -0.9631 0.8739
H -4.2386 0.7724 0.9203
H -2.9493 -0.6174 -2.0808
H -4.3406 -0.1908 -1.1380
H -2.3307 -2.0174 -0.0621
H -0.9384 -0.8211 -1.9985
H -0.4569 -2.3083 -1.2722
H 1.3945 -0.8429 -1.5480
H 1.2110 -1.1104 0.1483
H 1.4298 1.3412 -1.1303
H -0.2866 1.2660 -0.8908
H 1.6335 1.7791 0.8820
H -0.6130 -2.2732 1.4561
H -0.2460 -0.5335 1.5817
H -1.4608 -0.9638 3.3669
H -2.1086 -3.0743 3.0053
H -3.3665 -2.5465 2.0447
C 1.6206 -4.9824 -2.2073
Cl 1.4906 -4.6969 -0.4624
Cl 0.5015 -3.9592 -3.1171
H 2.6324 -4.7564 -2.5221
H 1.3834 -6.0192 -2.4108
C 1.9230 4.4719 -1.9510
Cl 3.1924 3.6667 -1.0024
Cl 0.3687 3.6563 -1.7619
H 1.8387 5.4966 -1.6097
H 2.2054 4.4468 -2.9970
C 2.7691 8.4909 -2.0898
Cl 3.8791 7.4819 -1.1582
Cl 1.1191 7.8769 -1.9219
H 2.8176 9.5088 -1.7244
H 3.0513 8.4545 -3.1342
C 2.7427 12.3231 -3.8592
Cl 4.0119 11.0923 -3.8628
Cl 1.5974 12.0749 -2.5337
H 3.2042 13.2959 -3.7432
H 2.2048 12.2692 -4.7977
C 0.5543 -9.4230 -3.1131
Cl 1.3714 -9.1960 -1.5656
Cl 0.5935 -7.9424 -4.0845
H 1.0544 -10.2127 -3.6628
H -0.4787 -9.6903 -2.9268
C 5.0200 -10.9895 -2.9967
Cl 3.8671 -12.2826 -2.6411
Cl 4.1989 -9.4715 -3.3755
H 5.6484 -10.8359 -2.1280
H 5.6198 -11.2831 -3.8494
C 6.2919 4.9621 -0.0268
Cl 6.1928 3.2268 0.2964
Cl 7.5902 5.3716 -1.1552
H 5.3482 5.2788 -0.4568
H 6.4748 5.4824 0.9060
C 1.9321 -10.3663 2.5368
Cl 2.0632 -9.0644 1.3458
Cl 0.2910 -10.5101 3.1727
H 2.2025 -11.3010 2.0606
H 2.6037 -10.1565 3.3609
C 6.4187 -0.7135 1.2886
Cl 6.3653 -2.4707 1.1310
Cl 5.2149 0.0730 0.2548
H 6.2154 -0.4464 2.3183
H 7.4025 -0.3661 0.9965
C -7.2186 -1.4928 1.5256
Cl -5.9582 -2.3981 0.6607
Cl -7.3528 0.1576 0.9128
H -8.1651 -2.0030 1.3867
H -6.9633 -1.4555 2.5784
C -1.2926 4.9073 3.6603
Cl -0.0417 4.1106 4.6206
Cl -2.8948 4.2253 3.9748
H -1.3088 5.9608 3.9133
H -1.0612 4.7743 2.6088
C 7.4012 5.8098 -5.0024
Cl 7.8912 6.6812 -6.4581
Cl 5.7446 6.2033 -4.5253
H 7.4606 4.7458 -5.1960
H 8.0658 6.0830 -4.1919
C -8.0350 3.6576 2.2068
Cl -6.5636 3.1855 3.0694
Cl -9.4236 2.6848 2.7080
H -8.2473 4.6955 2.4176
H -7.8741 3.5144 1.1447
C 5.2030 9.8801 2.0245
Cl 5.2971 8.1226 1.8550
Cl 3.9014 10.5685 1.0435
H 5.0159 10.1175 3.0644
H 6.1437 10.3091 1.7022
C -11.0366 -3.3928 3.0604
Cl -10.8320 -1.8051 3.8046
Cl -9.6835 -3.7838 1.9857
H -11.0843 -4.1428 3.8402
H -11.9498 -3.3923 2.4782
C 5.9932 -1.4579 -2.9456
Cl 5.3814 -3.1169 -2.9262
Cl 5.6072 -0.6333 -4.4623
H 5.5355 -0.9127 -2.1294
H 7.0701 -1.4839 -2.8290
C 1.5705 -12.3141 6.1800
Cl 2.5168 -13.1465 4.9396
Cl 1.9278 -10.5846 6.2219
H 0.5179 -12.4439 5.9585
H 1.8106 -12.7416 7.1457
C -4.6129 -4.0960 -2.9573
Cl -3.9141 -3.9091 -1.3403
Cl -4.5971 -2.5695 -3.8441
H -4.0272 -4.8260 -3.5026
H -5.6378 -4.4311 -2.8532
C -4.5288 6.2400 1.2002
Cl -4.2190 4.6486 0.5001
Cl -6.0897 6.2932 2.0272
H -3.7541 6.4651 1.9238
H -4.5258 6.9733 0.4029
```